# 1
Computed, not measured: a cluster of 2 separate species, C3H10N2O in total, with wB97M-V/def2-TZVPD.

Last column: Löwdin charge in e.
CARTESIAN COORDINATES (ANGSTROEM)
N 1.600 1.359 -0.571  0.111
C 2.073 0.885 -1.736  -0.443
O 1.440 0.144 -2.448  -0.001
H 2.108 1.655 0.230  0.084
H 0.652 1.076 -0.274  0.068
H 3.097 1.215 -1.957  0.119
C -1.809 -0.493 -0.368  -0.123
N -0.602 -0.318 0.423  -0.227
C -0.555 -0.660 1.826  -0.138
H -2.083 -1.556 -0.372  0.077
H -2.645 0.077 0.048  0.078
H -1.701 -0.136 -1.390  0.077
H 0.084 -0.910 -0.026  0.092
H 0.483 -0.774 2.123  0.075
H -1.078 -1.622 2.015  0.078
H -1.064 0.055 2.476  0.074

The lowest unoccupied orbital energy comes out at 0.88 eV. Its SMILES is NC=O.CNC. Its HOMO energy is -9.07 eV. The calculation puts the energy above the lowest of the compared OMol25 structures with the same formula, charge and spin at 0.923 eV.


# 2
Computed, not measured: the molecule C4H4O2, with wB97M-V/def2-TZVPD.

Last column: Löwdin charge in e.
CARTESIAN COORDINATES (ANGSTROEM)
C 2.305 -0.428 -0.343  0.128
C 1.161 -0.097 -0.141  -0.162
C -0.167 0.343 0.063  -0.396
O -0.461 1.679 -0.036  0.053
C -1.341 -0.533 -0.168  -0.190
O -2.442 -0.043 -0.302  0.064
H 3.223 -0.799 0.034  0.032
H 0.318 -0.209 1.108  0.226
H -1.439 1.705 -0.086  0.106
H -1.157 -1.618 -0.130  0.140

The lowest unoccupied orbital energy comes out at 0.37 eV. Its SMILES is C#C[C@@H](O)C=O. Its HOMO energy is -9.33 eV. The calculation puts the energy above the lowest of the compared OMol25 structures with the same formula, charge and spin at 3.648 eV.


# 3
Computed, not measured: the ion C5H10NO with charge +1, with wB97M-V/def2-TZVPD.

Last column: Löwdin charge in e.
CARTESIAN COORDINATES (ANGSTROEM)
C -0.487 1.913 -0.062  0.338
C 0.031 -0.302 0.492  -0.024
C 1.551 0.103 0.305  -0.388
C 2.465 -0.556 -0.877  0.002
C -2.351 0.467 0.193  0.047
N -0.931 0.771 0.203  -0.142
O 1.534 1.450 0.138  -0.036
H -0.752 3.006 -0.158  0.184
H -0.265 -1.047 -0.230  0.130
H -0.202 -0.623 1.570  0.181
H 2.055 -0.031 1.303  0.157
H 2.901 -1.628 -0.792  0.118
H 3.300 0.065 -0.956  0.048
H 1.917 -0.599 -1.790  0.056
H -2.773 1.026 -0.568  0.090
H -2.928 0.572 1.111  0.134
H -2.324 -0.532 -0.183  0.106

The lowest unoccupied orbital energy (alpha / beta) comes out at -5.75 / -5.75 eV. Its HOMO energy (alpha / beta) is -14.20 / -14.21 eV. The calculation puts the energy above the lowest of the compared OMol25 structures with the same formula, charge and spin at 5.908 eV. As for the total charge: +1.


# 4
Computed, not measured: the molecule C17H24N2O5S, with wB97M-V/def2-TZVPD.

Last column: Löwdin charge in e.
CARTESIAN COORDINATES (ANGSTROEM)
C 3.585 -0.025 2.769  -0.054
C 3.673 0.987 1.636  -0.201
O 2.586 1.917 1.684  -0.018
C 1.728 1.941 0.656  -0.474
O 1.843 1.257 -0.328  0.103
C 0.677 3.023 0.851  -0.205
C -0.359 2.994 -0.274  -0.141
C -1.197 1.720 -0.210  -0.170
C -1.851 1.558 1.158  -0.138
C -0.822 1.606 2.287  -0.341
N 0.103 0.491 2.179  -0.075
S -0.462 -1.080 2.293  0.675
O -1.739 -1.121 2.948  -0.279
O 0.632 -1.818 2.866  -0.294
C -0.639 -1.564 0.590  -0.294
C 0.493 -1.591 -0.202  -0.063
C 0.378 -1.925 -1.535  0.001
C -0.872 -2.240 -2.077  -0.204
N -0.924 -2.560 -3.432  0.118
C -2.008 -2.894 -4.202  -0.508
C -1.618 -3.168 -5.640  0.000
O -3.142 -2.964 -3.795  0.077
C -2.002 -2.231 -1.260  0.015
C -1.877 -1.891 0.074  -0.045
C -0.016 2.904 2.213  -0.091
H 2.712 -0.667 2.670  0.045
H 3.538 0.488 3.727  0.082
H 4.474 -0.650 2.756  0.082
H 3.662 0.489 0.661  0.116
H 4.587 1.583 1.727  0.125
H 1.222 3.975 0.824  0.157
H 0.152 3.043 -1.237  0.118
H -1.004 3.870 -0.180  0.120
H -0.551 0.867 -0.411  0.086
H -1.969 1.748 -0.981  0.119
H -2.390 0.613 1.213  0.092
H -2.567 2.367 1.322  0.126
H -1.357 1.556 3.249  0.147
H 0.885 0.589 2.810  0.098
H 1.447 -1.340 0.230  0.111
H 1.255 -1.935 -2.165  0.117
H -0.029 -2.530 -3.902  0.142
H -0.911 -3.994 -5.687  0.084
H -1.159 -2.286 -6.080  0.084
H -2.507 -3.428 -6.206  0.084
H -2.962 -2.485 -1.676  0.103
H -2.735 -1.878 0.729  0.118
H 0.728 2.930 3.011  0.121
H -0.692 3.750 2.345  0.129

The lowest unoccupied orbital energy comes out at 0.57 eV. Its SMILES is CCOC(=O)[C@H]1CCC[C@@H](NS(=O)(=O)c2ccc(NC(C)=O)cc2)C1. Its HOMO energy is -8.89 eV. The calculation puts the energy above the lowest of the compared OMol25 structures with the same formula, charge and spin at 0.000 eV.


# 5
Computed, not measured: a cluster of 12 separate species, C4H31O13 in total, with wB97M-V/def2-TZVPD.

Last column: Löwdin charge in e.
CARTESIAN COORDINATES (ANGSTROEM)
C 1.239 1.094 -3.095  -0.266
O -0.033 0.661 -3.519  -0.077
C 1.155 1.464 -1.615  -0.140
C 1.113 0.131 -0.845  -0.183
C 0.232 0.258 0.301  -0.243
O 0.715 -0.467 1.465  -0.169
H 1.368 1.888 -3.703  0.073
H 1.953 0.317 -3.363  0.120
H 0.321 2.131 -1.492  0.115
H 2.188 1.824 -1.379  0.130
H 2.146 -0.259 -0.749  0.083
H 0.777 -0.670 -1.618  0.144
H 0.193 1.276 0.623  0.059
H -0.767 0.095 0.120  0.077
H -0.153 -0.845 1.958  0.055
H 1.903 2.653 1.195  0.077
H 0.619 2.534 1.894  -0.047
O 1.467 2.852 2.081  -0.045
H 2.094 0.277 3.090  0.004
H 2.796 -0.889 2.511  0.004
O 2.850 -0.290 3.288  -0.089
H -3.950 0.763 -1.867  0.018
H -3.157 -2.073 0.322  -0.049
O -2.660 -1.362 0.179  -0.157
H -1.485 3.075 1.683  0.034
H -2.130 2.601 0.302  0.027
O -1.400 3.063 0.732  -0.053
H -1.933 -1.613 1.063  0.051
H -1.693 -1.168 3.084  -0.029
O -1.383 -1.602 2.312  -0.270
H 3.938 -0.556 -0.275  0.010
H 3.885 -1.330 -1.416  0.097
O 4.349 -0.449 -1.140  -0.096
H 1.278 -2.988 1.775  0.107
H 1.600 -1.675 1.038  -0.039
O 1.991 -2.551 1.201  -0.119
H 1.479 -3.399 -0.255  0.028
H -0.117 -3.439 -0.391  0.001
O 0.666 -3.977 -0.447  -0.114
H -1.874 -1.345 -2.765  0.008
H -2.537 -0.825 -1.413  -0.015
O -2.368 -0.684 -2.363  -0.053
H -0.600 0.557 -2.772  0.017
H -2.944 1.895 -2.026  -0.006
O -3.834 1.717 -1.807  -0.039
H -2.564 0.314 1.460  0.013
H -3.342 0.360 2.749  0.024
O -3.078 0.943 2.034  -0.079

The lowest unoccupied orbital energy comes out at 2.76 eV. Its HOMO energy is -7.08 eV. The calculation puts the energy above the lowest of the compared OMol25 structures with the same formula, charge and spin at 2.288 eV. As for the total charge: -1.


# 6
Computed, not measured: the ion C7H10N with charge +1, with wB97M-V/def2-TZVPD.

Last column: Löwdin charge in e.
CARTESIAN COORDINATES (ANGSTROEM)
C -3.171 0.672 0.079  -0.063
C -1.744 0.137 0.228  -0.096
C -1.409 -1.103 -0.189  -0.103
C -0.057 -1.524 -0.240  0.009
C 0.735 -0.438 -0.137  -0.086
C 1.080 0.951 -0.208  0.194
N 2.101 0.167 -0.130  0.047
C 3.453 0.111 0.274  0.029
H -3.411 0.806 -1.002  0.095
H -3.472 1.602 0.506  0.060
H -3.879 -0.049 0.487  0.085
H -0.972 0.688 0.718  0.077
H -2.060 -1.768 -0.652  0.107
H 0.491 -2.424 -0.433  0.130
H 0.916 1.991 -0.494  0.176
H 3.757 1.036 0.556  0.073
H 4.267 -0.172 -0.408  0.127
H 3.377 -0.685 1.046  0.139

The lowest unoccupied orbital energy comes out at -5.42 eV. Its SMILES is C/C=C/C=C1C=[N+]\1C. Its HOMO energy is -12.50 eV. The calculation puts the energy above the lowest of the compared OMol25 structures with the same formula, charge and spin at 4.744 eV. As for the total charge: +1.